--- a ---
{
  "formula": "C5H6N2",
  "method": "ωB97M-V/def2-TZVPD",
  "elements": ["C", "C", "C", "N", "C", "C", "N", "H", "H", "H", "H", "H", "H"],
  "positions_angstrom": [[-1.30258, -0.52251, -0.02666], [-1.33002, 1.01513, 0.20241], [0.15836, 0.80882, 0.34380], [1.28027, 1.23293, -0.15551], [2.01442, 0.05463, -0.28060], [1.28634, -1.04830, 0.06693], [0.07964, -0.55029, 0.53639], [-1.24698, -0.77100, -1.08956], [-2.02676, -1.15637, 0.48556], [-1.62944, 1.63266, -0.64498], [-1.86069, 1.32057, 1.10716], [3.03066, 0.08005, -0.65076], [1.54678, -2.09633, 0.10582]],
  "charge": 0,
  "multiplicity": 1,
  "molar_mass_g_mol": 94.1,
  "lumo_energy_ev": 0.993,
  "e_homo_ha": -0.323
}

***

--- b ---
{
  "formula": "C5H6N2",
  "method": "ωB97M-V/def2-TZVPD",
  "elements": ["C", "C", "C", "C", "C", "N", "N", "H", "H", "H", "H", "H", "H"],
  "positions_angstrom": [[-0.58679, -0.38631, 1.31668], [0.56442, 0.17143, 1.80287], [0.75522, -0.73957, -1.32694], [-0.40762, 0.22819, -1.18824], [-0.56591, 0.69842, 0.24641], [1.84260, -0.65654, -0.78125], [0.67927, 1.16095, 0.88858], [-1.22383, -1.22523, 1.52033], [1.24032, -0.02995, 2.61322], [0.54181, -1.54326, -2.04408], [-0.13538, 1.08330, -1.81581], [-1.34243, -0.20824, -1.54670], [-1.36168, 1.44678, 0.31493]],
  "charge": 0,
  "multiplicity": 1,
  "molar_mass_g_mol": 94.1,
  "lumo_energy_ev": [-0.580, -0.084],
  "e_homo_ha": [-0.335, -0.324]
}

***

Most stable structure - a; separation to the second - 323.9 kJ/mol.

***

--- a ---
{
  "formula": "C4H7F",
  "method": "ωB97M-V/def2-TZVPD",
  "elements": ["F", "C", "C", "C", "C", "H", "H", "H", "H", "H", "H", "H"],
  "positions_angstrom": [[-0.15163, 2.17161, 0.36942], [-0.58556, 0.85798, 0.33356], [-0.32886, 0.17923, -1.04673], [0.38660, -0.99291, -0.29685], [0.38428, -0.19547, 0.99431], [-1.57819, 0.78144, 0.69994], [0.40060, 0.79002, -1.48580], [-1.16118, 0.06604, -1.71265], [1.39137, -1.19465, -0.68860], [-0.21488, -1.94196, -0.20568], [1.42872, 0.31325, 1.16719], [0.02874, -0.83458, 1.87188]],
  "charge": 0,
  "multiplicity": 1,
  "molar_mass_g_mol": 74.1,
  "lumo_energy_ev": 1.228,
  "e_homo_ha": -0.399
}

***

--- b ---
{
  "formula": "C4H7F",
  "method": "ωB97M-V/def2-TZVPD",
  "elements": ["C", "C", "C", "C", "F", "H", "H", "H", "H", "H", "H", "H"],
  "positions_angstrom": [[-1.38227, -0.63991, -0.02920], [0.08783, -0.18916, -0.20464], [0.36253, 1.27783, -0.04347], [1.19025, -1.01409, -0.05028], [2.35908, -0.24921, -0.05397], [-1.77717, -0.24673, 0.94510], [-1.39965, -1.68655, -0.02673], [-1.90722, -0.20618, -0.88304], [-0.49246, 1.81392, -0.54383], [0.27289, 1.49334, 1.02407], [1.31185, 1.67551, -0.26924], [1.37434, -2.02877, 0.13524]],
  "charge": 0,
  "multiplicity": 1,
  "molar_mass_g_mol": 74.1,
  "lumo_energy_ev": 1.055,
  "e_homo_ha": -0.329
}

***

Most stable structure - a; separation to the second - 18.2 kJ/mol.

***

--- a ---
{
  "formula": "C4H7F",
  "method": "ωB97M-V/def2-TZVPD",
  "elements": ["C", "C", "C", "C", "F", "H", "H", "H", "H", "H", "H", "H"],
  "positions_angstrom": [[1.11545, -0.87392, -0.70233], [-0.00456, -0.46278, 0.07589], [-1.23011, -1.32914, 0.14035], [0.02962, 0.81970, 0.73200], [0.23193, 1.76574, -0.31094], [1.18956, -1.74656, -1.30291], [1.95906, -0.21951, -0.59028], [-1.31149, -2.00285, -0.73536], [-2.22668, -0.81513, 0.22992], [-1.22202, -1.94699, 1.07279], [0.90142, 0.71176, 1.40558], [-0.83961, 1.20447, 1.24321]],
  "charge": 0,
  "multiplicity": 1,
  "molar_mass_g_mol": 74.1,
  "lumo_energy_ev": 1.019,
  "e_homo_ha": -0.338
}

***

--- b ---
{
  "formula": "C4H7F",
  "method": "ωB97M-V/def2-TZVPD",
  "elements": ["C", "C", "F", "H", "H", "H", "C", "C", "H", "H", "H", "H"],
  "positions_angstrom": [[-0.98647, 1.70469, -1.09251], [-0.64953, 2.35438, 0.07138], [0.50746, 2.95640, 0.22955], [-0.51527, 1.99271, -1.95944], [-2.02949, 1.24916, -0.82501], [-1.48994, 2.38852, 0.94397], [-0.22591, -1.25189, 0.30786], [1.03913, -0.81484, 0.57921], [-0.78321, -1.71919, 1.16706], [-0.48038, -1.53469, -0.73694], [1.30722, -0.57887, 1.64575], [1.76310, -0.77338, -0.14677]],
  "charge": 0,
  "multiplicity": 1,
  "molar_mass_g_mol": 74.1,
  "lumo_energy_ev": 1.197,
  "e_homo_ha": -0.337
}

***

Most stable structure - a; separation to the second - 176.5 kJ/mol.